(1)
{
  "formula": "C15H29GeO2Si",
  "method": "wB97M-V/def2-TZVPD",
  "elements": ["C", "O", "C", "C", "C", "C", "C", "O", "C", "C", "C", "H", "H", "H", "H", "H", "H", "H", "H", "H", "H", "H", "C", "Si", "C", "H", "C", "Ge", "C", "C", "C", "H", "H", "H", "H", "H", "H", "H", "H", "H", "H", "H", "H", "H", "H", "H", "H", "H"],
  "positions_angstrom": [[-1.5436, 1.8111, 6.3744], [-0.4638, 1.1926, 5.6261], [-0.3292, 1.5069, 4.3060], [0.6418, 0.7461, 3.5995], [0.6931, 0.7691, 2.2214], [-0.2901, 1.4195, 1.4441], [-0.1523, 1.4329, -0.0653], [-0.7181, 2.6574, -0.5264], [-0.2015, 3.0744, -1.7943], [-1.2037, 2.2132, 2.1713], [-1.2423, 2.2550, 3.5586], [-1.4680, 1.3827, 7.3784], [-1.4297, 2.9045, 6.4141], [-2.5324, 1.5826, 5.9453], [1.3241, 0.1112, 4.1741], [1.5814, 0.3362, 1.7396], [0.9525, 1.4471, -0.3537], [-0.8298, 3.9264, -2.0679], [0.8486, 3.4107, -1.6860], [-0.2266, 2.2704, -2.5657], [-1.8630, 2.9091, 1.6637], [-2.0007, 2.8491, 4.0734], [-2.6933, -1.9726, -1.2659], [-1.3061, -1.3428, -2.3607], [-1.8394, -0.3087, -3.8306], [-0.5661, 0.4867, -0.4641], [0.1069, -2.4758, -2.6500], [1.8355, -1.9572, -1.7763], [3.1129, -3.3413, -2.2115], [2.4568, -0.2496, -2.4738], [1.5653, -1.9337, 0.1478], [-3.1756, -2.7948, -1.8096], [-2.3052, -2.3645, -0.3112], [-3.4543, -1.1976, -1.0871], [-2.2665, -1.0191, -4.5510], [-2.6139, 0.4233, -3.5509], [-0.9676, 0.1926, -4.2843], [-0.1789, -3.4671, -2.2777], [0.2797, -2.5100, -3.7331], [4.0669, -3.0971, -1.7398], [2.7737, -4.3098, -1.8357], [3.2582, -3.4039, -3.2927], [3.3990, -0.0092, -1.9669], [2.6465, -0.3379, -3.5506], [1.7440, 0.5646, -2.3084], [2.5070, -1.6190, 0.6150], [0.7689, -1.2327, 0.4184], [1.2989, -2.9310, 0.5198]],
  "total_charge": 1,
  "e_tot_ev": -84506.0325,
  "lumo_ha": -0.18964,
  "homo_energy_ha": -0.3895
}

=====

(2)
{
  "formula": "C15H29NO5RuSSi2",
  "method": "wB97M-V/def2-TZVPD",
  "elements": ["Ru", "C", "Si", "C", "C", "C", "C", "C", "C", "C", "C", "N", "Si", "C", "C", "C", "H", "H", "H", "H", "H", "H", "H", "H", "H", "H", "H", "H", "H", "H", "H", "H", "H", "H", "H", "H", "H", "H", "O", "S", "O", "O", "O", "C", "C", "C", "O", "H", "H", "H", "H", "H", "H", "H"],
  "positions_angstrom": [[0.6066, -1.0854, -0.8067], [0.8114, -2.0039, 2.8347], [-0.7414, -1.1755, 2.1858], [-1.3713, -0.2449, 3.7019], [-2.0813, -2.3780, 1.6749], [-0.3494, 0.0003, 0.7811], [0.9284, 0.6523, 1.0917], [1.3567, 1.6672, 1.9388], [2.7148, 1.9456, 1.9892], [3.6140, 1.2314, 1.2112], [3.1190, 0.2508, 0.3645], [1.8206, 0.0026, 0.3298], [-1.7108, 1.0853, 0.0783], [-1.0707, 2.7459, -0.5101], [-3.0579, 1.5263, 1.3337], [-2.6221, 0.1705, -1.2781], [0.5369, -2.7295, 3.6053], [1.4658, -1.2642, 3.3090], [1.3564, -2.5186, 2.0487], [-1.3615, -0.9266, 4.5567], [-2.3851, 0.1362, 3.5847], [-0.7171, 0.5962, 3.9494], [-2.2405, -3.1158, 2.4665], [-1.7875, -2.9041, 0.7697], [-3.0307, -1.8632, 1.4993], [0.6399, 2.2117, 2.5398], [3.0845, 2.7252, 2.6447], [4.6742, 1.4333, 1.2528], [3.7333, -0.3534, -0.2916], [-0.7231, 3.3395, 0.3398], [-1.8651, 3.3084, -1.0062], [-0.2412, 2.6085, -1.2064], [-2.6601, 2.0625, 2.1993], [-3.5981, 0.6511, 1.6977], [-3.7830, 2.1817, 0.8417], [-1.9644, -0.1164, -2.0987], [-3.4223, 0.8027, -1.6758], [-3.0821, -0.7363, -0.8778], [2.7259, -3.3754, -1.1840], [1.2885, -3.5797, -1.2764], [0.9179, -4.9470, -1.5145], [0.6943, -2.6043, -2.3070], [0.6535, -3.0135, 0.0122], [-0.0761, 1.5670, -3.9399], [0.5475, 0.3266, -3.3112], [1.9484, 0.0734, -3.8535], [0.5828, 0.5091, -1.9145], [-0.1548, 1.4620, -5.0239], [0.5398, 2.4422, -3.7158], [-1.0740, 1.7369, -3.5308], [-0.0716, -0.5467, -3.5632], [2.5952, 0.9175, -3.5979], [1.9370, -0.0484, -4.9387], [2.3500, -0.8389, -3.4103]],
  "total_charge": -1,
  "e_tot_ev": -56930.1442,
  "spin_multiplicity": 2,
  "lumo_ha": [0.09908, 0.09911],
  "homo_energy_ha": [-0.1977, -0.1919]
}

=====

(3)
{
  "formula": "C15H29NSi2Zr",
  "method": "wB97M-V/def2-TZVPD",
  "elements": ["C", "C", "C", "C", "C", "Zr", "C", "C", "C", "N", "H", "H", "H", "H", "H", "H", "H", "H", "H", "H", "C", "Si", "C", "C", "C", "Si", "C", "C", "C", "H", "H", "H", "H", "H", "H", "H", "H", "H", "H", "H", "H", "H", "H", "H", "H", "H", "H", "H"],
  "positions_angstrom": [[0.0362, -1.3406, -1.9446], [-1.1973, -1.3839, -1.2080], [-0.9382, -1.9824, 0.0658], [0.4510, -2.3479, 0.1226], [1.0638, -1.9498, -1.1184], [0.6897, 0.2295, -0.0132], [-1.3355, 2.1726, -0.9823], [-1.0712, 3.0703, -2.1566], [0.2813, 3.0766, -2.6131], [2.6059, 0.2326, -0.3056], [-1.6933, -2.2712, 0.7852], [-2.1741, -1.1542, -1.6074], [0.9186, -2.9113, 0.9124], [2.0592, -2.1956, -1.4264], [0.1654, -1.0309, -2.9668], [-2.0562, 1.3644, -0.9846], [2.6912, 0.9332, -1.1039], [-1.6131, 2.6422, 0.0861], [0.5264, 3.8221, -3.4082], [1.3420, 2.5414, -2.5859], [-2.2598, -0.3577, 3.0591], [-0.4732, -0.7407, 3.5441], [-0.3210, -0.2929, 5.3860], [-0.1094, -2.5736, 3.4404], [0.6595, 0.1496, 2.2861], [1.0117, 1.9284, 2.8597], [2.1693, 2.0827, 4.3607], [1.7390, 2.7652, 1.3483], [-0.5626, 2.8204, 3.4394], [-2.9527, -0.8571, 3.7514], [-2.4808, -0.7138, 2.0407], [-2.4822, 0.7186, 3.0846], [-0.9595, -0.9835, 5.9586], [0.7048, -0.4211, 5.7655], [-0.6385, 0.7253, 5.6512], [-0.7393, -3.0909, 2.7100], [0.9398, -2.7579, 3.1554], [-0.2676, -3.0749, 4.4153], [1.6363, -0.3792, 2.4441], [3.1649, 1.6686, 4.1386], [2.3071, 3.1421, 4.6241], [1.8003, 1.5741, 5.2634], [1.0097, 3.0095, 0.5609], [2.2095, 3.7236, 1.6370], [2.5311, 2.1421, 0.8821], [-1.2959, 2.9192, 2.6272], [-1.0718, 2.3505, 4.2913], [-0.2778, 3.8366, 3.7553]],
  "e_tot_ev": -34545.4350,
  "lumo_ha": [-0.10364, -0.10390],
  "homo_energy_ha": [-0.2735, -0.2735]
}

=====

(4)
{
  "formula": "C15H30BCeF4NOP2",
  "method": "wB97M-V/def2-TZVPD",
  "elements": ["Ce", "P", "P", "N", "H", "C", "H", "H", "H", "C", "H", "H", "H", "C", "H", "H", "H", "C", "H", "H", "H", "C", "H", "H", "H", "C", "H", "H", "H", "C", "C", "C", "C", "C", "C", "H", "H", "H", "H", "H", "C", "O", "C", "H", "H", "H", "C", "H", "H", "H", "F", "B", "F", "F", "F"],
  "positions_angstrom": [[-0.4744, 0.5292, -0.1137], [-1.4983, -2.5424, 0.1942], [1.9743, 2.5013, 0.0884], [1.2364, -0.5732, -0.4034], [-1.6135, -0.4539, -1.2921], [-2.5953, -3.0926, -1.1773], [-3.0669, -4.0610, -0.9644], [-1.9947, -3.1547, -2.0916], [-3.3606, -2.3265, -1.3403], [-2.5387, -3.0274, 1.6200], [-2.9658, -4.0325, 1.4978], [-3.3635, -2.3071, 1.7435], [-1.9358, -3.0057, 2.5431], [-0.2830, -3.9234, 0.1700], [-0.7696, -4.9087, 0.2417], [0.4230, -3.7965, 1.0040], [0.3009, -3.8630, -0.7607], [1.8843, 3.6487, -1.3366], [2.6216, 4.4521, -1.2134], [0.8688, 4.0641, -1.3772], [2.0668, 3.0867, -2.2548], [1.8107, 3.7604, 1.3978], [2.4441, 4.6346, 1.1835], [2.0820, 3.3270, 2.3698], [0.7477, 4.0517, 1.4170], [3.7780, 2.1143, 0.1443], [4.4234, 3.0134, 0.0871], [4.0033, 1.4408, -0.6960], [3.9758, 1.5675, 1.0835], [2.2867, -1.3575, -0.7453], [3.5869, -2.5431, -2.4448], [2.4718, -1.7915, -2.0953], [3.2187, -1.7993, 0.2477], [4.3230, -2.5536, -0.1264], [4.5252, -2.9190, -1.4662], [3.7373, -2.8454, -3.4792], [1.7092, -1.5060, -2.8203], [3.0108, -1.5167, 1.2833], [5.0500, -2.8722, 0.6327], [5.3993, -3.5029, -1.7410], [-3.3081, 0.8012, 1.3376], [-2.0663, 0.5004, 1.4633], [-4.0735, 0.4504, 0.1221], [-4.9177, 1.1393, -0.0452], [-4.4781, -0.5787, 0.1699], [-3.4384, 0.4944, -0.7861], [-3.9505, 1.5362, 2.4416], [-4.2156, 2.5545, 2.0988], [-3.2751, 1.5982, 3.3008], [-4.8691, 1.0296, 2.7606], [-1.2406, 2.5528, -1.1436], [-1.8322, 3.8173, -0.3401], [-1.2581, 4.9136, -0.9092], [-3.2023, 3.7178, -0.4441], [-1.3742, 3.5574, 0.9643]],
  "e_tot_ev": -62637.3751,
  "lumo_ha": -0.02804,
  "homo_energy_ha": -0.2449
}